Entry 1:
122
Properties=species:S:1:pos:R:3 method="wB97M-V/def2-TZVPD" spin_multiplicity=1 homo_lumo_gap_ev=9.56 homo_energy_ev=-9.253 lumo_energy_ha=0.011
C 5.621 -4.467 2.721
C 4.280 -3.723 2.623
C 4.233 -2.819 1.406
O 5.087 -2.711 0.631
O 3.053 -2.103 1.264
C 3.316 -0.711 1.501
C 2.301 -0.086 2.502
Si 0.601 0.173 1.713
Cl -0.797 -0.024 3.240
O 0.474 -0.935 0.491
Si -0.916 -1.929 0.414
C -1.014 -3.248 1.770
C 0.360 -3.881 2.157
C 0.807 -3.411 3.561
N 0.952 -4.560 4.499
C -2.537 -0.987 0.267
C -3.743 -1.974 0.335
C -4.763 -1.599 1.474
O -5.170 -2.769 2.167
C -4.836 -2.770 3.544
C -0.741 -2.909 -1.217
O -0.310 -4.239 -0.979
O 0.554 -4.603 -2.014
C 0.472 1.898 0.824
F 1.332 2.007 -0.188
F -0.777 1.884 0.252
C 0.475 3.147 1.730
F 0.159 4.187 0.942
F -0.448 3.109 2.673
C 1.842 3.510 2.401
F 1.879 3.076 3.635
F 1.902 4.828 2.497
F 2.890 3.143 1.719
H 5.828 -4.946 1.763
H 6.388 -3.733 2.964
H 5.542 -5.251 3.475
H 4.135 -3.078 3.499
H 3.410 -4.387 2.555
H 3.224 -0.138 0.572
H 4.314 -0.578 1.928
H 2.759 0.853 2.833
H 2.195 -0.701 3.401
H -1.558 -2.912 2.658
H -1.619 -4.052 1.331
H 1.128 -3.752 1.393
H 0.189 -4.961 2.246
H 1.810 -2.994 3.460
H 0.092 -2.708 4.004
H 0.069 -5.068 4.514
H 1.037 -4.157 5.429
H -2.558 -0.564 -0.748
H -2.645 -0.137 0.945
H -3.457 -3.020 0.483
H -4.286 -1.926 -0.612
H -5.645 -1.185 0.976
H -4.295 -0.838 2.108
H -3.934 -3.383 3.689
H -4.745 -1.769 3.978
H -5.638 -3.278 4.095
H -1.680 -2.884 -1.795
H 0.010 -2.419 -1.853
H 0.423 -5.554 -2.141
O -5.577 0.658 -1.220
S -6.259 1.891 -0.962
O -7.242 1.990 0.075
O -6.891 2.431 -2.326
C -7.782 1.564 -3.051
C -9.139 1.445 -2.386
C -5.076 3.171 -0.731
H -7.319 0.585 -3.189
H -7.899 2.009 -4.038
H -9.065 0.948 -1.419
H -9.819 0.863 -3.010
H -9.570 2.431 -2.211
H -4.343 3.125 -1.533
H -4.595 3.004 0.229
H -5.588 4.127 -0.724
O 8.648 0.337 -2.052
S 7.264 0.262 -2.406
O 6.802 0.647 -3.709
O 6.406 1.042 -1.307
C 6.728 2.420 -1.046
C 6.270 3.341 -2.161
C 6.667 -1.356 -2.061
H 7.799 2.523 -0.859
H 6.211 2.681 -0.123
H 6.812 3.144 -3.085
H 6.440 4.383 -1.887
H 5.210 3.194 -2.369
H 6.980 -1.646 -1.062
H 7.099 -2.028 -2.801
H 5.583 -1.358 -2.146
O 3.857 -2.219 -8.240
S 4.275 -3.257 -7.350
O 3.320 -4.094 -6.692
O 5.261 -2.637 -6.260
C 4.793 -1.523 -5.473
C 3.781 -1.956 -4.428
C 5.457 -4.283 -8.159
H 4.385 -0.745 -6.120
H 5.665 -1.105 -4.974
H 2.865 -2.324 -4.889
H 3.518 -1.116 -3.783
H 4.181 -2.767 -3.816
H 6.205 -3.655 -8.635
H 4.921 -4.865 -8.907
H 5.910 -4.945 -7.426
O -5.100 5.513 1.084
S -5.764 6.568 1.792
O -5.381 7.932 1.607
O -5.747 6.228 3.349
C -4.474 5.984 3.978
C -3.673 7.257 4.173
C -7.502 6.431 1.548
H -3.911 5.244 3.406
H -4.697 5.542 4.948
H -3.382 7.693 3.218
H -2.763 7.050 4.738
H -4.262 8.004 4.705
H -7.804 5.400 1.717
H -7.708 6.721 0.519
H -8.007 7.106 2.233

***

Entry 2:
64
Properties=species:S:1:pos:R:3 method="wB97M-V/def2-TZVPD" s2=0.772 spin_multiplicity=2 homo_lumo_gap_ev="2.84 / 5.58" homo_energy_ev="1.101 / -1.643" lumo_energy_ha="0.145 / 0.145" charge=-2
Bi -0.348 -2.407 2.168
Se -1.979 -4.039 3.569
Te -1.626 -3.544 6.007
Te 0.997 -4.160 6.130
Se 1.745 -2.587 4.325
C -4.534 0.654 -3.954
C -3.139 0.244 -4.402
C -2.485 1.362 -5.190
C -1.103 0.956 -5.652
C -0.267 0.527 -4.483
C 1.100 0.606 -4.518
C 1.849 0.186 -3.424
F 3.203 0.253 -3.503
C 1.273 -0.279 -2.282
C -0.118 -0.356 -2.214
C -0.744 -0.807 -0.955
O -0.054 -0.874 0.072
C -2.134 -1.124 -1.055
C -2.801 -0.745 -2.188
N -2.273 -0.128 -3.251
C -0.888 0.015 -3.322
C -2.978 -1.858 -0.018
O -4.181 -1.957 -0.261
O -2.408 -2.352 1.019
H -5.048 1.091 -4.811
H -4.476 1.403 -3.160
H -5.135 -0.182 -3.593
H -3.208 -0.627 -5.059
H -2.426 2.252 -4.556
H -3.120 1.603 -6.050
H -0.611 1.770 -6.186
H -1.203 0.125 -6.362
H 1.589 0.987 -5.405
H 1.858 -0.617 -1.438
H -3.859 -0.954 -2.223
O 2.653 -2.267 1.258
N 3.688 -1.534 1.330
C 4.778 -1.970 2.010
C 5.916 -1.196 2.093
C 5.962 0.052 1.495
C 4.829 0.495 0.833
C 3.704 -0.298 0.769
H 4.643 -2.935 2.475
H 6.761 -1.586 2.645
H 6.851 0.666 1.550
H 4.801 1.468 0.360
H 2.777 -0.009 0.296
C 1.312 3.049 3.106
C 1.811 1.860 2.528
C 1.065 0.718 2.547
C -0.223 0.681 3.146
C -1.023 -0.501 3.183
C -2.258 -0.452 3.761
C -2.749 0.739 4.348
C -1.998 1.877 4.333
C -0.716 1.879 3.727
C 0.079 3.054 3.689
H 1.910 3.953 3.083
H 2.794 1.857 2.072
H 1.460 -0.192 2.100
H -2.883 -1.339 3.766
H -3.731 0.737 4.807
H -2.366 2.797 4.776
H -0.316 3.959 4.140

***

Entry 3:
23
Properties=species:S:1:pos:R:3 method="wB97M-V/def2-TZVPD" spin_multiplicity=1 de_lowest_kcal_mol=57.3 smiles=CN(CCN)CCN homo_lumo_gap_ev=8.76 homo_energy_ev=-7.788 lumo_energy_ha=0.036
C 0.065 1.502 1.580
N -0.471 0.274 1.011
C -1.316 0.228 -0.146
C -0.982 0.954 -1.534
N -2.053 0.767 -2.491
C 0.454 -0.833 1.275
C 1.689 -0.847 0.315
N 2.293 -2.152 0.183
H -0.554 1.826 2.420
H 0.404 2.269 0.898
H 1.053 1.377 2.166
H -1.512 -0.873 -0.315
H -2.254 0.742 0.148
H -0.696 1.942 -1.140
H -0.041 0.553 -1.865
H -1.972 -0.129 -2.961
H -2.156 1.494 -3.180
H 0.087 -1.871 1.244
H 0.699 -0.666 2.307
H 1.165 -0.546 -0.629
H 2.377 -0.094 0.699
H 2.663 -2.599 1.050
H 3.126 -2.073 -0.416

***

Entry 4:
13
Properties=species:S:1:pos:R:3 method="wB97M-V/def2-TZVPD" spin_multiplicity=1 de_lowest_kcal_mol=72.0 homo_lumo_gap_ev="7.47 / 7.38" homo_energy_ev="-7.109 / -7.063" lumo_energy_ha="0.013 / 0.012"
C -1.639 0.779 -0.107
C -0.611 -0.148 -0.700
O -0.792 -0.764 -1.710
N 0.680 -0.300 0.017
C 0.786 0.245 1.238
C 1.602 -1.007 -0.631
H -2.455 0.860 -0.825
H -2.021 0.370 0.832
H -1.219 1.767 0.091
H 1.710 0.087 1.775
H 0.030 0.912 1.607
H 1.332 -1.481 -1.557
H 2.564 -1.132 -0.156

***

Entry 5:
72
Properties=species:S:1:pos:R:3 method="wB97M-V/def2-TZVPD" spin_multiplicity=1 homo_lumo_gap_ev=8.00 homo_energy_ev=-9.070 lumo_energy_ha=-0.039
C -0.595 -3.387 1.333
O 0.367 -2.765 2.149
C 0.151 -1.378 2.311
C -0.994 -1.013 3.295
C -0.760 0.450 3.772
C -1.264 1.478 2.698
C -0.122 1.970 1.806
C -0.501 3.032 0.748
C -0.824 2.427 -0.649
C -2.160 1.732 -0.575
C -2.380 0.474 -0.849
C -3.786 -0.063 -0.715
O -4.246 -0.835 -1.479
C -4.553 0.493 0.490
C -5.417 -0.445 1.236
I -4.736 -2.481 1.250
C -6.552 -0.133 1.854
C -7.064 1.289 1.883
I -7.732 -1.617 2.836
C -4.331 1.760 0.755
C -3.384 2.520 -0.138
O -3.582 3.630 -0.483
H -1.142 -2.692 0.682
H -1.333 -3.886 1.976
H -0.138 -4.161 0.708
H 1.054 -0.906 2.701
H -0.119 -0.953 1.331
H -1.980 -1.103 2.830
H -0.984 -1.683 4.161
H 0.285 0.622 4.039
H -1.416 0.580 4.639
H -1.753 2.281 3.256
H -1.963 0.929 2.064
H 0.611 2.455 2.466
H 0.390 1.116 1.355
H -1.366 3.583 1.139
H 0.294 3.777 0.659
H -0.058 1.666 -0.820
H -0.776 3.175 -1.442
H -1.556 -0.168 -1.143
H -8.045 1.326 2.354
H -7.032 1.792 0.915
H -6.409 1.852 2.557
H -4.818 2.245 1.586
C 0.348 -3.722 -4.963
C 1.564 -3.170 -5.345
C 2.031 -2.024 -4.724
C 1.272 -1.444 -3.721
C 0.055 -1.980 -3.336
C -0.407 -3.125 -3.962
N 1.776 -0.242 -3.045
O 2.841 0.217 -3.418
O 1.108 0.231 -2.143
H -0.011 -4.622 -5.446
H 2.150 -3.637 -6.125
H 2.977 -1.597 -5.024
H -0.534 -1.522 -2.556
H -1.355 -3.555 -3.668
C 5.292 0.272 -1.774
C 6.654 -0.002 -1.761
C 7.432 0.387 -0.681
C 6.831 1.045 0.379
C 5.477 1.331 0.376
C 4.706 0.941 -0.708
N 7.647 1.438 1.537
O 8.838 1.189 1.500
O 7.083 1.986 2.466
H 4.679 -0.034 -2.614
H 7.110 -0.522 -2.593
H 8.491 0.172 -0.674
H 5.016 1.849 1.205
H 3.645 1.156 -0.723

***

Entry 6:
22
Properties=species:S:1:pos:R:3 method="wB97M-V/def2-TZVPD" spin_multiplicity=1 de_lowest_kcal_mol=64.2 smiles=CC1(C)CN[C@@](N)(Br)[NH2+]1 homo_lumo_gap_ev=10.48 homo_energy_ev=-13.782 lumo_energy_ha=-0.121 charge=+1
C 1.508 -0.738 1.456
C 0.243 -0.498 0.681
C -0.627 -1.682 0.183
C -0.528 0.710 1.239
N -1.348 1.123 0.130
C -0.283 1.088 -1.243
N -0.864 0.548 -2.364
Br 0.768 2.885 -1.378
N 0.762 0.188 -0.672
H 1.329 -1.607 2.020
H 1.702 0.023 2.094
H 2.279 -0.883 0.772
H -0.107 -2.495 -0.484
H -1.545 -1.173 -0.400
H -1.045 -2.059 1.087
H -1.077 0.449 2.042
H 0.178 1.372 1.798
H -1.725 2.047 0.026
H -1.849 0.445 -2.373
H -0.185 0.063 -2.930
H 1.571 0.670 -0.277
H 0.843 -0.475 -1.406

***

Entry 7:
77
Properties=species:S:1:pos:R:3 method="wB97M-V/def2-TZVPD" spin_multiplicity=1 de_lowest_kcal_mol=0.6 homo_lumo_gap_ev=7.41 homo_energy_ev=-5.485 lumo_energy_ha=0.071 charge=-1
Y 0.503 0.112 -0.409
N -0.540 2.040 -1.656
C -0.005 3.314 -1.156
C 1.485 3.174 -0.814
O 2.150 4.200 -0.652
N 1.887 1.907 -0.716
C 3.275 1.715 -0.339
C 3.588 0.231 -0.134
O 4.746 -0.154 -0.097
O 2.550 -0.544 0.002
H -0.187 1.847 -2.588
H -1.552 2.035 -1.703
H -0.529 3.574 -0.234
H -0.111 4.145 -1.856
H 3.512 2.232 0.599
H 3.972 2.119 -1.077
Cl -5.507 1.305 3.819
C -3.891 1.163 3.177
C -2.825 1.564 3.931
C -1.510 1.463 3.450
I 0.084 2.060 4.643
C -1.226 0.961 2.184
O -0.058 0.825 1.675
C -2.372 0.544 1.401
N -2.070 0.048 0.179
C -3.040 -0.381 -0.596
C -4.389 -0.344 -0.205
C -4.716 0.159 1.026
C -3.698 0.628 1.881
H -2.995 1.965 4.921
H -2.741 -0.777 -1.560
H -5.149 -0.716 -0.879
H -5.746 0.201 1.357
C -0.024 -2.437 2.218
C -0.396 -3.289 1.014
C 0.503 -4.520 0.957
C -1.863 -3.703 1.076
O -0.229 -2.457 -0.157
Si 0.210 -2.900 -1.713
S -0.045 -1.173 -2.826
O 1.726 -3.437 -1.518
C 2.921 -3.627 -2.271
C 4.000 -3.944 -1.243
C 2.707 -4.796 -3.228
C 3.302 -2.364 -3.034
O -0.677 -4.209 -2.171
C -1.786 -4.422 -3.039
C -2.912 -3.428 -2.766
C -2.263 -5.842 -2.752
C -1.319 -4.304 -4.488
H -0.098 -3.022 3.136
H -0.693 -1.582 2.302
H 1.001 -2.074 2.116
H 0.355 -5.116 1.859
H 1.549 -4.221 0.893
H 0.262 -5.136 0.088
H -2.061 -4.269 1.988
H -2.103 -4.329 0.214
H -2.506 -2.821 1.066
H 3.721 -4.830 -0.669
H 4.111 -3.095 -0.565
H 4.957 -4.131 -1.735
H 2.404 -5.686 -2.673
H 3.625 -5.016 -3.778
H 1.920 -4.552 -3.945
H 3.399 -1.529 -2.340
H 2.549 -2.112 -3.782
H 4.262 -2.518 -3.533
H -3.191 -3.446 -1.710
H -3.789 -3.687 -3.363
H -2.588 -2.422 -3.032
H -2.591 -5.923 -1.713
H -1.446 -6.546 -2.911
H -3.096 -6.111 -3.405
H -0.932 -3.300 -4.668
H -2.144 -4.494 -5.179
H -0.527 -5.029 -4.683

***

Entry 8:
27
Properties=species:S:1:pos:R:3 method="wB97M-V/def2-TZVPD" spin_multiplicity=1 de_lowest_kcal_mol=59.6 homo_lumo_gap_ev="8.27 / 8.27" homo_energy_ev="-8.080 / -8.081" lumo_energy_ha="0.007 / 0.007"
C 1.918 -1.556 -0.487
C 0.739 -1.371 0.139
C -1.695 2.875 1.015
C -1.255 2.048 0.082
C 2.888 -0.449 -0.278
C 0.399 -0.076 0.696
C 0.030 -2.637 0.285
C -1.610 0.007 -1.499
C -1.494 0.605 -0.099
O 2.367 1.663 1.277
O 1.330 1.561 -0.969
O -2.451 -0.121 0.544
S 1.789 0.906 0.191
H 2.144 -2.351 -1.074
H -1.199 3.873 0.981
H -2.466 2.681 1.725
H -0.400 2.395 -0.597
H 3.620 -0.674 0.451
H 3.419 -0.140 -1.160
H 0.064 -0.196 1.678
H -1.042 -2.697 -0.239
H -0.124 -2.872 1.371
H 0.636 -3.469 -0.127
H -0.956 0.557 -2.147
H -2.602 0.237 -1.670
H -1.371 -1.009 -1.495
H -2.680 0.211 1.404

***

Results for maximum force: 0.073 0.054 0.052 0.016 0.049 0.091 0.010 0.079 (in hartree/bohr, following the order of the records).